C3H10N3S | ωB97M-V/def2-TZVPD

Each line ends with the Löwdin charge.
Atoms and positions in Å:
C: 0.4049 0.0302 0.6969  -0.21
C: -0.0402 2.1812 -0.5309  -0.05
C: 0.5098 -2.4552 0.6515  -0.08
N: -0.5316 0.8471 -0.1891  -0.19
N: 0.8571 -1.1477 0.0748  -0.61
N: -0.8418 0.1167 -1.3015  0.02
S: 1.2109 -0.9362 -1.4952  1.01
H: 1.2877 0.6559 0.8418  0.13
H: 0.0140 -0.2179 1.6659  0.14
H: -0.9022 2.8766 -0.6487  0.12
H: 0.6485 2.4602 0.3087  0.11
H: 0.5693 2.2640 -1.3902  0.07
H: 0.8471 -2.4193 1.7145  0.12
H: -0.5122 -2.7179 0.2626  0.11
H: 1.1367 -3.2955 0.3734  0.08
H: -1.4766 -0.5815 -1.1822  0.09
H: -0.9598 0.7106 -2.0854  0.12

Summary:
HOMO energy (alpha / beta)   -13.66 / -13.66 eV
Strongest force on any atom   3.87 eV/Å
Net charge   +1


C3H5N3 | ωB97M-V/def2-TZVPD

Each line ends with the Löwdin charge.
Atoms and positions in Å:
C: -0.0055 1.1776 -1.2137  -0.05
C: -0.0539 0.1132 -0.1184  -0.28
N: -1.1566 -0.2330 0.4164  -0.04
N: -1.1479 -1.2807 1.2060  0.02
N: 0.6681 -1.6499 1.3844  0.10
C: 1.0933 -0.8258 0.5199  -0.17
H: 0.8821 1.8060 -1.1077  0.07
H: 0.0330 0.7110 -2.2060  0.07
H: -0.8826 1.8479 -1.2239  0.08
H: -1.5553 -0.9733 2.1060  0.10
H: 2.1390 -0.6792 0.1880  0.10

Summary:
HOMO energy   -9.43 eV
Strongest force on any atom   2.72 eV/Å


C28H57FN7O6 | ωB97M-V/def2-TZVPD

Each line ends with the Löwdin charge.
Atoms and positions in Å:
C: 1.0956 -0.5568 1.8092  -0.05
C: 1.8457 -1.0716 0.5262  -0.19
O: 1.4105 -0.4786 -0.7359  -0.07
C: 0.0668 -0.2463 -0.7892  -0.22
C: -0.3754 1.1427 -0.5438  0.07
C: -1.7830 1.5016 -0.5934  0.06
C: -2.7451 0.4203 -0.9257  -0.12
C: -4.2754 0.7658 -1.0290  -0.08
C: -5.1399 -0.5364 -0.8587  -0.35
C: -6.6330 -0.2841 -0.4763  -0.04
F: -5.1337 -1.1872 -2.1399  -0.06
C: -2.2183 -0.9026 -1.1731  0.04
N: -0.8655 -1.2229 -1.0979  0.04
C: -0.3659 -2.5890 -1.3850  -0.10
C: -1.3596 -3.7492 -1.0101  -0.16
C: -1.9259 -3.6686 0.4593  -0.27
N: -2.0909 -5.0288 1.0418  -0.01
H: 1.7076 -0.8121 2.7213  0.08
H: 0.9718 0.5646 1.7853  0.09
H: 0.0800 -1.0292 1.8745  0.08
H: 1.8481 -2.1957 0.5299  0.12
H: 2.9275 -0.7718 0.6480  0.13
H: 0.4087 1.9109 -0.3316  0.14
H: -2.0902 2.5533 -0.3864  0.13
H: -4.4721 1.1567 -2.0723  0.14
H: -4.5720 1.5982 -0.3345  0.14
H: -4.6389 -1.2038 -0.1066  0.13
H: -7.2036 -1.2134 -0.7488  0.09
H: -7.0770 0.5977 -1.0165  0.09
H: -6.7723 -0.0885 0.6198  0.09
H: -2.9389 -1.7089 -1.4247  0.13
H: 0.6234 -2.8281 -0.9336  0.12
H: -0.2146 -2.6415 -2.5052  0.15
H: -2.1830 -3.8486 -1.7703  0.12
H: -0.7648 -4.7075 -1.0723  0.13
H: -1.3552 -2.9760 1.1289  0.11
H: -2.9818 -3.2567 0.3713  0.10
H: -1.9998 -4.9688 2.0612  0.01
H: -3.0586 -5.3319 0.8789  0.07
C: 0.6868 -5.2283 4.9128  0.00
C: -0.8173 -5.1931 4.8662  -0.52
O: -1.4215 -4.8729 3.8482  0.00
N: -1.4980 -5.5263 5.9891  0.01
C: -0.9627 -5.9268 7.2756  -0.07
H: 1.0845 -4.9378 3.9430  0.08
H: 1.0546 -4.5254 5.6627  0.09
H: 1.0320 -6.2385 5.1410  0.09
H: -2.5004 -5.4786 5.8802  0.14
H: -1.3394 -6.9231 7.5131  0.09
H: -1.3148 -5.2235 8.0322  0.09
H: 0.1235 -5.9433 7.2789  0.08
C: 3.8988 0.4660 -2.0921  -0.01
C: 5.3347 0.7978 -1.7778  -0.55
O: 5.9470 0.2635 -0.8611  0.01
N: 5.9329 1.7271 -2.5623  0.01
C: 5.3390 2.4437 -3.6721  -0.07
H: 3.5406 -0.2850 -1.3978  0.05
H: 3.2767 1.3574 -1.9921  0.09
H: 3.8230 0.0656 -3.1047  0.10
H: 6.8935 1.9147 -2.3164  0.14
H: 5.9166 2.2352 -4.5746  0.09
H: 5.3851 3.5135 -3.4597  0.09
H: 4.3033 2.1571 -3.8377  0.05
C: 0.0343 3.7597 -4.2140  -0.02
C: 0.6619 2.4256 -4.5137  -0.54
O: 1.8749 2.2674 -4.5748  0.02
N: -0.1738 1.3706 -4.7190  0.01
C: -1.6230 1.3605 -4.6866  -0.07
H: 0.8171 4.5037 -4.0738  0.09
H: -0.5965 4.0725 -5.0468  0.09
H: -0.5515 3.6989 -3.3036  0.05
H: 0.3096 0.5066 -4.9153  0.14
H: -1.9493 0.6529 -3.9197  0.06
H: -1.9903 1.0253 -5.6586  0.09
H: -2.0334 2.3436 -4.4663  0.07
C: -1.5707 6.5916 -1.7589  0.00
C: -2.4575 5.8728 -2.7426  -0.53
O: -2.2326 4.7207 -3.1026  -0.03
N: -3.5306 6.5415 -3.2314  0.01
C: -3.9578 7.8949 -2.9303  -0.07
H: -0.7575 5.9338 -1.4583  0.08
H: -1.1425 7.4827 -2.2209  0.09
H: -2.1413 6.8666 -0.8700  0.09
H: -4.0781 5.9997 -3.8839  0.14
H: -4.9673 7.8562 -2.5177  0.09
H: -3.9748 8.4680 -3.8586  0.09
H: -3.2977 8.3833 -2.2191  0.08
C: 4.3687 -0.0499 5.6084  -0.01
C: 3.9588 -1.2991 4.8720  -0.56
O: 2.8497 -1.8014 5.0088  0.00
N: 4.8671 -1.8668 4.0351  0.00
C: 6.2180 -1.4242 3.7427  -0.07
H: 3.5448 0.2856 6.2347  0.08
H: 5.2289 -0.2560 6.2478  0.09
H: 4.6101 0.7430 4.8979  0.09
H: 4.5252 -2.6985 3.5770  0.14
H: 6.2964 -1.2316 2.6712  0.09
H: 6.9109 -2.2232 4.0120  0.09
H: 6.4798 -0.5227 4.2894  0.08

Summary:
HOMO energy   -10.81 eV
Strongest force on any atom   3.08 eV/Å
Net charge   +1


C5H14N2O | ωB97M-V/def2-TZVPD

Each line ends with the Löwdin charge.
Atoms and positions in Å:
C: -0.4318 2.1247 2.1450  -0.06
N: -0.4093 2.6519 0.9745  -0.02
C: 0.2270 2.0167 -0.1759  -0.25
C: -0.2101 0.5842 -0.2914  -0.21
C: 0.6166 -0.5219 0.3430  -0.35
C: -0.2890 -1.8691 0.6273  -0.03
N: 1.7503 -0.9195 -0.5306  0.07
H: -0.0198 1.3260 2.6961  0.05
H: -1.1301 2.6438 2.8070  0.06
H: 1.3505 2.2687 -0.2766  0.15
H: -0.1475 2.5102 -1.0743  0.10
H: -0.2327 0.2569 -1.3062  0.08
H: -1.1992 0.5972 0.2059  0.12
H: 1.1498 -0.2032 1.3237  0.15
H: 0.2236 -2.5139 1.2485  0.03
H: -0.2492 -2.5173 -0.2284  0.06
H: -1.2480 -1.7982 1.0237  0.04
H: 1.5425 -1.3537 -1.3003  -0.01
H: 2.4854 -1.3720 -0.1507  0.03
O: -1.5691 -1.2276 -2.8763  -0.03
H: -0.6836 -1.4050 -3.2236  0.05
H: -1.5264 -1.2787 -1.9605  -0.04

Summary:
HOMO energy   -9.26 eV
SMILES string   C=NCC[C@@H](C)N.O
Strongest force on any atom   6.54 eV/Å


BeH8O4 | ωB97M-V/def2-TZVPD

Each line ends with the Löwdin charge.
Atoms and positions in Å:
Be: -0.0551 -0.0203 0.0895  0.16
O: -0.5881 0.7317 -1.3265  0.11
H: -1.5171 1.0657 -1.5175  0.19
H: -0.1001 0.7477 -2.1685  0.16
O: -1.1781 0.0187 1.2375  0.15
H: -1.6621 -0.6813 1.6725  0.16
H: -1.8271 0.7587 1.1915  0.18
O: 1.3359 0.7527 0.6135  0.11
H: 1.5269 1.2077 1.4715  0.18
H: 2.2279 0.6317 0.2345  0.16
O: 0.3129 -1.5803 -0.2985  0.12
H: 0.3199 -1.8393 -1.2515  0.17
H: 1.2039 -1.7933 0.0515  0.16

Summary:
HOMO energy   -23.03 eV
Strongest force on any atom   1.83 eV/Å
Net charge   +2


C8H6F3NO2S | ωB97M-V/def2-TZVPD

Each line ends with the Löwdin charge.
Atoms and positions in Å:
O: 2.5372 0.4008 -1.4382  0.08
C: 1.6929 -0.4318 -1.1653  -0.38
C: 2.1108 -1.8855 -0.9510  -0.08
C: 0.9577 -2.7450 -0.4508  -0.05
C: -0.3222 -2.2408 -0.3575  -0.12
N: -0.6437 -0.8761 -0.5162  0.06
C: 0.2807 -0.0231 -0.9395  -0.48
S: -0.2367 1.6488 -1.2811  1.00
C: -1.8387 1.6902 -0.3586  -0.35
C: -1.6137 1.4181 1.1178  -0.32
O: -2.5004 0.7939 1.7090  0.13
C: -0.5047 2.1473 1.8902  -0.52
F: -0.8716 2.3722 3.1815  0.14
F: 0.6973 1.5219 1.8509  0.14
F: -0.3180 3.3846 1.3447  0.11
H: 2.4766 -2.2579 -1.8935  0.13
H: 2.9187 -1.8223 -0.2231  0.13
H: 1.1026 -3.7926 -0.2812  0.09
H: -1.1127 -2.9145 0.0200  0.11
H: -2.5226 0.9440 -0.7753  0.09
H: -2.2894 2.6678 -0.4828  0.09

Summary:
HOMO energy   -8.95 eV
SMILES string   O=C1CC=CN=C1SCC(=O)C(F)(F)F
Strongest force on any atom   4.03 eV/Å


> What is the strongest force on any atom in the first record?

3.87 eV/Å